# C39H33N2O4

A 3-piece molecular cluster, C39H33N2O4 overall in a non-equilibrium geometry (ωB97M-V/def2-TZVPD, OMol25).

Element x y z (Å)
C1 1.85 -1.70 5.47
C2 2.82 -1.78 4.14
C3 4.30 -2.51 4.07
C4 5.28 -2.55 2.74
C5 4.74 -1.81 1.38
C6 3.26 -1.06 1.43
C7 2.64 -0.23 0.11
N1 2.49 1.21 0.59
C8 3.68 2.05 0.17
C9 4.95 2.02 1.20
C10 6.32 2.26 0.29
N2 7.10 3.43 0.86
C11 2.29 -1.03 2.78
H1 2.53 -1.84 6.41
H2 1.37 -0.62 5.47
H3 0.98 -2.48 5.36
H4 4.67 -3.04 5.05
H5 6.34 -3.06 2.73
H6 5.34 -1.76 0.35
H7 1.59 -0.71 -0.08
H8 3.30 -0.35 -0.85
H9 3.34 3.20 0.09
H10 4.00 1.74 -0.91
H11 5.11 1.01 1.77
H12 4.84 2.87 2.00
H13 6.08 2.47 -0.84
H14 7.01 1.31 0.34
H15 6.44 4.26 0.91
H16 7.50 3.20 1.80
H17 1.26 -0.45 2.74
C12 -1.71 5.34 1.45
C13 -0.58 4.51 1.43
C14 -0.74 3.13 1.47
C15 -2.02 2.56 1.55
C16 -3.14 3.39 1.60
C17 -2.98 4.78 1.54
C18 -4.49 2.81 1.73
O1 -5.47 3.54 1.77
C19 -4.63 1.34 1.82
C20 -5.90 0.78 2.01
C21 -6.05 -0.60 2.08
C22 -4.94 -1.43 1.96
C23 -3.67 -0.88 1.78
C24 -3.52 0.52 1.72
C25 -2.17 1.10 1.57
O2 -1.19 0.37 1.47
H18 -1.59 6.42 1.41
H19 0.41 4.95 1.37
H20 0.15 2.49 1.44
H21 -3.85 5.43 1.56
H22 -6.78 1.42 2.10
H23 -7.04 -1.04 2.23
H24 -5.05 -2.51 2.01
H25 -2.80 -1.53 1.70
C26 -1.66 1.19 -2.33
C27 -0.38 0.69 -2.05
C28 0.00 -0.55 -2.57
C29 -0.89 -1.30 -3.35
C30 -2.17 -0.80 -3.60
C31 -2.55 0.45 -3.10
C32 -3.14 -1.60 -4.38
O3 -4.26 -1.17 -4.61
C33 -2.74 -2.93 -4.88
C34 -3.66 -3.73 -5.57
C35 -3.29 -4.98 -6.05
C36 -1.99 -5.44 -5.86
C37 -1.06 -4.66 -5.16
C38 -1.44 -3.41 -4.66
C39 -0.47 -2.60 -3.90
O4 0.67 -3.01 -3.72
H26 -1.95 2.16 -1.93
H27 0.31 1.26 -1.44
H28 1.00 -0.94 -2.35
H29 -3.54 0.84 -3.30
H30 -4.68 -3.37 -5.73
H31 -4.01 -5.60 -6.59
H32 -1.69 -6.42 -6.24
H33 -0.05 -5.03 -5.01

largest force on an atom: 4.8 eV/Å
HOMO-LUMO gap: 0.1207 Eh
spin multiplicity: 1
net charge: -1
LUMO energy: 0.87 eV

***

# C39H34Cl5MnN7O5S

C39H34Cl5MnN7O5S as an isolated structure in a non-equilibrium geometry (ωB97M-V/def2-TZVPD, OMol25).

Element x y z (Å)
Mn1 0.57 -1.24 0.11
C1 -1.48 -5.83 -0.05
N1 -0.48 -6.44 0.77
C2 -0.85 -6.97 2.05
C3 0.92 -6.49 0.41
C4 1.17 -6.54 -1.10
N2 1.41 -5.25 -1.83
C5 2.16 -5.42 -3.10
C6 1.44 -4.13 -1.22
H1 -2.10 -6.55 -0.62
H2 -1.04 -5.13 -0.77
H3 -2.17 -5.24 0.56
H4 -1.14 -8.04 2.02
H5 -1.69 -6.42 2.47
H6 -0.02 -6.88 2.76
H7 1.30 -7.45 0.76
H8 1.49 -5.70 0.99
H9 0.29 -7.00 -1.57
H10 2.02 -7.18 -1.34
H11 3.18 -5.73 -2.86
H12 2.16 -4.48 -3.63
H13 1.67 -6.19 -3.70
H14 3.13 -4.08 0.95
H15 0.33 -3.89 1.11
H16 3.14 -2.23 0.08
Cl1 4.53 -2.42 5.52
C7 3.22 -2.06 4.46
C8 2.99 -2.84 3.32
Cl2 4.07 -4.16 3.01
C9 1.91 -2.54 2.52
Cl3 1.68 -3.28 0.67
C10 0.99 -1.50 2.76
O1 0.02 -1.22 1.96
C11 1.31 -0.70 3.88
Cl4 0.28 0.67 4.16
C12 2.38 -0.98 4.71
Cl5 2.68 0.04 6.07
C13 -6.21 10.59 1.54
O2 -4.95 10.27 2.10
C14 -4.42 9.06 1.80
C15 -3.19 8.76 2.40
C16 -2.58 7.55 2.15
C17 -3.16 6.61 1.30
C18 -4.38 6.92 0.71
C19 -5.01 8.13 0.95
C20 -2.53 5.32 1.02
N3 -3.14 4.27 0.53
C21 -2.17 3.30 0.44
C22 -0.96 3.78 0.87
N4 -1.20 5.08 1.25
C23 0.24 3.00 0.88
C24 1.51 3.44 1.30
C25 2.57 2.58 1.23
C26 2.37 1.28 0.73
N5 1.19 0.86 0.34
C27 0.13 1.68 0.42
C28 -1.16 1.14 -0.01
N6 -1.20 -0.15 -0.38
C29 -2.34 -0.67 -0.78
C30 -3.53 0.07 -0.85
C31 -3.51 1.39 -0.46
C32 -2.31 1.95 -0.02
H17 -6.47 11.57 1.94
H18 -6.97 9.86 1.85
H19 -6.16 10.63 0.45
H20 -2.75 9.49 3.07
H21 -1.64 7.34 2.66
H22 -4.83 6.19 0.05
H23 -5.95 8.34 0.47
H24 -0.53 5.74 1.59
H25 1.65 4.44 1.67
H26 3.56 2.88 1.54
H27 3.19 0.58 0.63
H28 -2.33 -1.71 -1.07
H29 -4.43 -0.40 -1.19
H30 -4.41 2.00 -0.47
O3 4.70 1.09 -3.23
S1 4.39 -0.27 -2.90
O4 5.47 -1.13 -2.47
N7 3.15 -0.34 -1.84
C33 2.11 -0.95 -2.36
O5 1.02 -1.17 -1.77
C34 2.27 -1.38 -3.79
C35 1.37 -2.04 -4.60
C36 1.77 -2.37 -5.89
C37 3.05 -2.05 -6.34
C38 3.95 -1.38 -5.52
C39 3.53 -1.06 -4.25
H31 0.38 -2.29 -4.22
H32 1.09 -2.89 -6.55
H33 3.34 -2.31 -7.35
H34 4.95 -1.13 -5.87

largest force on an atom: 4.4 eV/Å
HOMO-LUMO gap (alpha / beta): 0.2318 / 0.2345 Eh
ΔE to the lowest compared entry with this formula, charge and spin: 411.7 kcal/mol
spin multiplicity: 6
LUMO energy (alpha / beta): -0.34 / -0.53 eV

***

# C39H34GeN4O2S6Tc

C39H34GeN4O2S6Tc as an isolated structure in a non-equilibrium geometry (ωB97M-V/def2-TZVPD, OMol25).

Element x y z (Å)
Tc1 -0.02 -0.46 0.66
C1 3.09 -5.25 5.73
C2 3.05 -4.17 4.68
C3 2.18 -4.25 3.60
C4 2.15 -3.25 2.64
C5 2.99 -2.16 2.78
C6 3.87 -2.06 3.84
C7 3.90 -3.07 4.79
S1 2.87 -0.83 1.62
O1 2.53 -1.41 0.33
O2 4.00 0.02 1.74
N1 1.46 -0.09 1.97
C8 1.27 0.94 2.88
C9 2.13 1.36 3.86
C10 1.76 2.42 4.70
C11 0.55 3.06 4.56
C12 -0.35 2.65 3.56
C13 -1.60 3.26 3.31
C14 -2.39 2.78 2.30
C15 -1.97 1.69 1.53
N2 -0.81 1.08 1.74
C16 0.01 1.56 2.73
H1 2.36 -6.03 5.53
H2 2.88 -4.83 6.72
H3 4.08 -5.70 5.77
H4 1.53 -5.11 3.50
H5 1.50 -3.33 1.77
H6 4.53 -1.20 3.91
H7 4.58 -3.00 5.62
H8 3.10 0.89 3.96
H9 2.44 2.75 5.48
H10 0.28 3.87 5.22
H11 -1.92 4.10 3.91
H12 -3.34 3.24 2.06
H13 -2.59 1.29 0.75
S2 0.93 1.09 -1.00
S3 -0.64 1.90 -2.07
S4 -1.56 0.17 -2.67
S5 -1.81 -0.83 -0.91
C17 1.30 -2.04 -2.47
Ge1 2.10 -0.22 -2.64
C18 1.46 0.54 -4.35
C19 0.77 -0.25 -5.26
C20 0.36 0.27 -6.48
C21 0.63 1.59 -6.80
C22 1.32 2.39 -5.90
C23 1.73 1.87 -4.68
C24 3.96 0.38 -2.28
C25 4.22 1.38 -1.38
C26 5.54 1.84 -1.16
C27 6.58 1.29 -1.86
C28 6.35 0.27 -2.81
C29 7.41 -0.29 -3.55
C30 7.18 -1.27 -4.47
C31 5.86 -1.73 -4.70
C32 4.82 -1.20 -4.00
C33 5.02 -0.19 -3.03
H14 2.08 -2.80 -2.55
H15 0.54 -2.19 -3.24
H16 0.83 -2.15 -1.50
H17 0.56 -1.29 -5.04
H18 -0.17 -0.37 -7.18
H19 0.29 2.00 -7.74
H20 1.54 3.42 -6.14
H21 2.28 2.49 -3.98
H22 3.44 1.83 -0.79
H23 5.71 2.62 -0.44
H24 7.59 1.63 -1.70
H25 8.41 0.08 -3.37
H26 8.00 -1.70 -5.04
H27 5.69 -2.50 -5.44
H28 3.80 -1.55 -4.18
N3 -3.82 -5.32 4.21
C34 -2.66 -4.76 4.58
S6 -1.91 -5.16 5.99
C35 -2.04 -3.80 3.64
C36 -1.25 -2.76 4.11
C37 -0.71 -1.85 3.23
N4 -0.87 -1.92 1.89
C38 -1.59 -2.96 1.44
C39 -2.20 -3.89 2.26
H29 -4.28 -5.94 4.85
H30 -4.33 -5.00 3.40
H31 -1.08 -2.66 5.17
H32 -0.11 -1.03 3.60
H33 -1.70 -3.05 0.36
H34 -2.75 -4.70 1.81

largest force on an atom: 1.8 eV/Å
HOMO-LUMO gap (alpha / beta): 0.2504 / 0.2289 Eh
ΔE to the lowest compared entry with this formula, charge and spin: 0.0 kcal/mol
spin multiplicity: 3
net charge: +1
LUMO energy (alpha / beta): -3.34 / -3.92 eV

***

# C39H35F6IrN6O8S3

C39H35F6IrN6O8S3 as an isolated structure in a non-equilibrium geometry (ωB97M-V/def2-TZVPD, OMol25).

Element x y z (Å)
Ir1 0.60 0.12 0.02
O1 -0.13 1.47 1.27
C1 0.24 2.72 1.31
C2 -0.40 3.53 2.27
C3 -0.08 4.86 2.40
C4 0.91 5.46 1.60
C5 1.55 4.69 0.67
C6 1.23 3.32 0.49
C7 1.90 2.66 -0.58
N1 1.75 1.43 -0.93
C8 2.47 0.85 -2.09
C9 1.79 -0.48 -2.48
N2 1.65 -1.14 -1.18
C10 2.38 -2.12 -0.82
C11 2.63 -2.43 0.61
C12 3.20 -3.58 1.03
C13 3.48 -3.86 2.42
C14 3.16 -2.98 3.38
C15 2.60 -1.64 3.06
C16 2.44 -1.37 1.59
O2 2.16 -0.20 1.28
H1 -1.17 3.06 2.87
H2 -0.62 5.46 3.13
H3 1.15 6.50 1.71
H4 2.31 5.13 0.03
H5 2.58 3.26 -1.18
H6 3.50 0.65 -1.80
H7 2.46 1.53 -2.94
H8 2.40 -1.05 -3.18
H9 0.80 -0.29 -2.91
H10 2.90 -2.71 -1.58
H11 3.48 -4.32 0.28
H12 3.95 -4.80 2.68
H13 3.38 -3.20 4.42
H14 0.89 -0.42 3.00
C17 -3.10 -2.89 5.11
O3 -2.10 -2.77 4.09
C18 -1.07 -1.93 4.31
C19 -1.08 -0.93 5.29
C20 0.13 -0.29 5.68
C21 1.28 -0.47 5.00
C22 1.22 -1.21 3.71
C23 0.11 -2.20 3.63
N3 0.31 -3.40 2.96
C24 -0.54 -4.09 2.21
C25 -1.49 -3.55 1.35
C26 -2.54 -4.42 0.93
C27 -3.44 -4.02 0.01
C28 -3.30 -2.74 -0.58
C29 -2.27 -1.90 -0.25
C30 -1.33 -2.25 0.74
O4 -0.33 -1.48 1.06
H15 -3.67 -3.78 4.86
H16 -3.76 -2.02 5.10
H17 -2.65 -3.00 6.09
H18 -1.98 -0.74 5.85
H19 0.12 0.34 6.56
H20 2.20 0.03 5.29
H21 3.30 -0.88 3.44
H22 1.22 -3.83 3.12
H23 -0.41 -5.17 2.24
H24 -2.61 -5.39 1.40
H25 -4.25 -4.67 -0.30
H26 -4.01 -2.44 -1.33
H27 -2.16 -0.94 -0.74
F1 -1.05 3.79 -3.95
C31 -0.42 3.36 -2.87
F2 0.75 2.84 -3.22
F3 -0.18 4.41 -2.09
S1 -1.54 2.18 -1.89
O5 -0.74 0.96 -1.56
O6 -1.96 2.97 -0.79
N4 -2.71 1.87 -2.90
S2 -2.33 1.02 -4.21
O7 -0.91 1.03 -4.48
O8 -3.26 1.27 -5.26
C32 -2.70 -0.73 -3.74
F4 -3.22 -1.39 -4.76
F5 -1.61 -1.38 -3.33
F6 -3.60 -0.73 -2.74
N5 -4.68 -0.01 3.16
C33 -4.45 0.13 1.83
S3 -3.12 0.94 1.23
N6 -5.34 -0.43 0.97
C34 -6.57 -1.08 1.25
C35 -7.66 -0.79 0.44
C36 -8.89 -1.39 0.68
C37 -9.04 -2.28 1.74
C38 -7.94 -2.60 2.52
C39 -6.70 -2.01 2.27
H28 -4.07 0.54 3.74
H29 -5.61 -0.19 3.49
H30 -5.17 -0.18 0.01
H31 -7.55 -0.09 -0.38
H32 -9.73 -1.15 0.05
H33 -10.00 -2.74 1.94
H34 -8.04 -3.31 3.33
H35 -5.83 -2.32 2.84

largest force on an atom: 2.0 eV/Å
HOMO-LUMO gap (alpha / beta): 0.1779 / 0.1820 Eh
ΔE to the lowest compared entry with this formula, charge and spin: 78.4 kcal/mol
spin multiplicity: 2
net charge: +1
LUMO energy (alpha / beta): -4.83 / -4.85 eV

***

# C39H35IN5O10RbS

C39H35IN5O10RbS as an isolated structure in a non-equilibrium geometry (ωB97M-V/def2-TZVPD, OMol25).

Element x y z (Å)
Rb1 0.37 -0.93 -0.29
C1 4.62 -1.24 -3.28
C2 4.87 -0.80 -1.87
N1 6.09 -0.42 -1.52
C3 6.31 -0.04 -0.25
C4 5.35 -0.09 0.73
C5 5.71 0.29 2.14
O1 5.60 -0.77 3.10
C6 4.06 -0.55 0.40
C7 3.05 -0.67 1.48
N2 2.40 -1.67 1.92
C8 2.63 -3.02 1.58
C9 3.88 -3.53 1.19
C10 4.08 -4.89 1.04
C11 3.04 -5.79 1.27
C12 1.80 -5.31 1.66
C13 1.60 -3.94 1.82
I1 -0.29 -3.25 2.40
C14 3.74 -0.84 -0.96
O2 2.57 -1.07 -1.39
H1 5.55 -1.19 -3.85
H2 3.86 -0.60 -3.74
H3 4.22 -2.26 -3.29
H4 7.32 0.28 -0.01
H5 5.11 1.15 2.46
H6 6.75 0.59 2.17
H7 4.73 -1.17 3.03
H8 2.85 0.26 2.04
H9 4.69 -2.85 1.01
H10 5.05 -5.25 0.73
H11 3.19 -6.85 1.15
H12 0.98 -5.99 1.83
O3 -4.07 -1.36 -2.30
C15 -2.78 -1.77 -2.17
O4 -1.88 -0.79 -1.64
C16 -2.31 -3.03 -2.29
C17 -3.16 -4.14 -2.67
C18 -2.62 -5.38 -2.76
C19 -1.25 -5.60 -2.51
C20 -0.50 -4.48 -2.17
N3 -0.95 -3.25 -2.05
C21 0.98 -4.61 -1.91
O5 1.60 -5.55 -2.69
O6 1.60 -3.99 -1.10
H13 -4.44 -1.20 -1.42
H14 -4.20 -3.94 -2.88
H15 -3.26 -6.22 -3.03
H16 -0.83 -6.60 -2.50
H17 0.94 -5.89 -3.30
C22 -3.68 7.87 -2.64
C23 -2.20 8.07 -2.49
O7 -1.69 8.65 -1.58
S1 -1.17 7.37 -3.85
C24 -1.42 5.65 -3.41
C25 -2.30 4.86 -4.15
C26 -2.50 3.54 -3.80
C27 -1.82 2.96 -2.73
C28 -0.94 3.76 -1.99
C29 -0.74 5.09 -2.33
C30 -1.98 1.58 -2.39
C31 -1.93 0.43 -2.05
H18 -4.20 8.26 -1.77
H19 -3.90 6.81 -2.77
H20 -4.01 8.38 -3.54
H21 -2.82 5.30 -4.99
H22 -3.18 2.92 -4.38
H23 -0.39 3.32 -1.16
H24 -0.06 5.71 -1.76
C32 -0.73 0.50 5.06
C33 -2.25 0.61 4.89
C34 -2.68 1.10 3.49
C35 -4.21 1.21 3.43
C36 -4.72 1.68 2.07
C37 -2.09 2.49 3.29
O8 -2.45 3.46 3.94
N4 -1.12 2.58 2.34
C38 -0.69 1.54 1.48
O9 0.20 1.85 0.68
N5 -1.25 0.33 1.56
C39 -2.21 0.05 2.47
O10 -2.74 -1.06 2.55
H25 -0.49 0.12 6.06
H26 -0.25 1.47 4.95
H27 -0.30 -0.18 4.33
H28 -2.66 1.30 5.63
H29 -2.70 -0.37 5.03
H30 -4.53 1.91 4.21
H31 -4.61 0.22 3.66
H32 -4.39 2.70 1.85
H33 -5.81 1.66 2.03
H34 -4.35 1.03 1.27
H35 -0.70 3.48 2.19

largest force on an atom: 1.3 eV/Å
HOMO-LUMO gap: 0.1744 Eh
ΔE to the lowest compared entry with this formula, charge and spin: 64.6 kcal/mol
spin multiplicity: 1
net charge: -2
LUMO energy: 3.40 eV